Entry from the Open Molecules 2025 dataset: a cluster of 16 separate species, C58H160N20O19 in total at a distorted geometry (ωB97M-V with the def2-TZVPD basis set).

XYZ file:
```
257
Properties=species:S:1:pos:R:3:forces:R:3
N -1.271918 2.875196 2.957728 -0.650 -0.135 0.154
C 0.878142 -0.335624 5.283898 0.498 -0.130 -0.276
C 5.098922 3.515586 -3.956422 0.974 -0.225 -0.882
H -2.500428 -4.947104 0.174788 -0.345 -0.575 0.176
H 1.275142 -2.470154 -7.614482 0.192 -0.498 -0.035
C 7.305142 -4.418874 -0.352092 0.740 -1.764 0.943
C 1.985392 -2.421784 4.908028 1.453 -0.095 1.706
H 2.838642 -1.975294 4.397438 -0.233 0.840 -0.079
O -7.392148 0.935586 0.153988 0.365 2.816 1.219
H 1.245962 -0.911014 -6.920932 -0.256 0.318 0.470
H -1.032758 1.027126 -0.823512 -0.332 0.220 0.191
H -2.222918 5.284876 1.048208 0.549 0.244 0.017
O -6.180858 6.224206 1.163888 0.546 -0.446 -0.483
C -5.492038 6.762536 -1.244282 0.097 -0.608 1.247
O -0.385648 2.817076 -7.487712 -0.414 0.364 -0.241
H -0.842988 4.059806 5.217998 0.046 0.311 0.019
C 5.186582 2.297946 -4.908932 1.499 0.092 -0.312
H 0.153472 -5.441934 5.288278 0.629 -0.710 0.774
H 5.697352 3.345736 -3.061362 -0.203 -0.260 0.381
H -1.601068 3.643056 -5.312892 -0.176 0.848 -0.328
H -4.154078 0.315606 0.464168 0.723 -0.695 -0.651
C -3.925158 -1.774924 5.733838 -0.010 0.536 1.376
C 2.147602 -5.923294 6.659318 0.250 -0.095 -0.100
H -4.008538 -2.840054 5.949788 0.407 -0.159 0.012
H 7.287892 1.956186 -4.309682 -0.144 0.043 0.338
H 0.026132 -1.203584 -1.017312 0.074 -0.329 0.102
H 1.221732 0.938326 -4.507912 -0.425 -0.106 0.008
H -6.652688 5.012786 -0.430362 0.450 -0.141 -0.386
H -6.787598 6.999926 -2.905052 -0.534 -0.305 0.223
H -1.369848 -1.994224 -2.971092 0.393 0.300 -0.398
H -0.274848 4.479546 -0.064522 0.871 -0.109 -0.639
C -5.260288 2.191176 -2.478022 1.019 2.309 1.573
C -4.313288 -1.536334 4.323968 -0.196 -0.323 -1.313
C 2.618772 0.346486 2.179508 0.585 0.238 -0.045
H 5.546442 -4.489374 -1.529662 -0.117 0.080 0.159
H 2.775562 -6.984054 4.818038 0.235 0.350 -0.131
N -3.626288 3.301576 -5.741982 -0.521 0.159 -0.447
N -4.614978 5.784166 -1.910592 0.024 0.695 0.630
H -6.943528 -1.542074 2.357768 -0.469 -0.057 1.015
C -6.116098 7.603506 -2.294412 -1.453 -0.406 -1.139
H -1.625418 2.116216 2.392848 0.254 0.286 -0.955
H -2.268198 3.794776 0.502638 -0.174 -0.152 0.057
H -9.111768 -0.781094 0.848348 0.284 0.012 -0.293
N 1.696072 4.674366 -5.861292 1.826 -4.240 2.753
C -1.459738 2.291096 4.275728 0.790 0.328 0.959
H -0.713938 1.514336 -9.031632 -0.018 0.060 -0.278
O -5.373368 1.082996 -2.914112 -0.462 -2.753 -1.312
H -0.281118 2.973956 2.788448 0.216 -0.144 -0.158
H -0.069748 -3.311804 -5.589322 0.530 -0.589 -0.625
H 7.150172 2.670046 -5.853462 -0.207 0.064 -0.273
N 5.480962 -2.818234 -0.178502 0.150 -0.593 -0.693
H -5.019648 4.426266 1.379958 -0.268 -0.180 -1.010
H -4.110128 5.939956 1.204488 -0.066 -0.023 0.293
C -5.898978 -1.621784 2.658898 -0.936 -0.740 -0.336
H 0.555622 0.426626 5.993158 -0.614 -0.726 0.491
C 4.469222 -2.120384 -0.965262 -1.631 -0.368 0.113
C 1.324622 5.785716 -6.404032 1.087 4.011 1.369
H -3.704948 3.641446 6.971608 -0.128 0.168 0.185
C -4.793758 -1.016494 6.652488 -2.993 0.703 1.122
H 6.164742 -6.080404 6.972408 -0.258 0.209 0.275
H 0.718622 -7.048714 3.685038 -0.119 -0.022 -0.040
C -5.016808 5.491566 1.610648 -0.721 -0.018 -0.277
H -5.010978 5.376956 2.694588 -0.075 1.077 0.159
N 3.685722 0.113786 2.865168 4.433 0.195 3.635
H 4.872832 2.022486 -0.547322 -0.671 -0.226 0.279
H 5.488512 4.433626 -4.396332 0.693 -0.045 -0.515
H -4.216988 6.261106 -2.706982 0.155 -0.054 -0.330
C 3.103472 -6.837914 5.847228 0.704 0.917 0.679
O 1.395552 -1.506534 5.910748 0.931 -1.103 -1.008
C 1.209022 7.501136 -2.004912 -0.785 0.211 0.386
C 1.805482 -1.846094 -6.895192 -0.161 0.630 -0.505
C -4.190818 2.699636 6.716578 0.963 0.333 -0.636
H -6.735408 -1.798504 -1.154812 0.833 0.519 -0.490
N 1.291202 -2.063624 -2.760992 1.069 -0.709 -0.504
O 0.684392 6.221256 -1.582422 -0.248 1.095 0.161
H -2.652008 0.886126 -5.460662 -0.234 -0.059 -0.083
O -2.391078 0.726406 1.599458 -0.550 -0.405 -0.066
O -3.195708 1.943276 5.947668 -1.167 0.143 1.966
H 2.284802 -4.344374 -0.457542 0.210 0.390 0.060
H 3.422822 -4.098734 4.865558 -0.188 -0.030 -0.111
H 7.982362 -3.726064 0.147398 -0.026 0.321 0.067
H 0.302252 4.662836 -7.639962 -0.372 0.306 -0.521
C -7.434618 -0.226234 -0.138872 1.304 1.168 -1.332
N -6.578688 -0.822564 -0.947272 1.871 -0.421 -0.661
H -6.339768 2.093656 -0.737342 -0.212 0.110 0.278
H 1.086972 2.471606 -3.622052 -0.302 0.139 0.161
C 3.237992 -8.299294 1.373058 -0.253 1.141 0.601
H 3.876852 -3.326554 0.963908 0.260 -0.334 -0.248
H 0.167752 6.425436 -7.879012 0.124 -0.400 -0.011
H 1.005012 8.284596 -1.275062 0.037 -0.137 0.615
H 0.105742 -0.673834 4.593158 -0.312 0.527 -0.028
H -0.350888 -4.717174 3.441188 0.223 0.167 -0.874
H 0.993502 -5.236004 0.246228 0.003 -0.236 0.216
H 5.118572 3.107956 -6.754552 -0.137 0.231 -0.148
H -4.540648 2.228486 7.635128 0.688 -0.588 -0.132
H 4.217942 -7.995594 1.004868 0.068 -0.488 -0.662
C -0.197828 1.551416 -8.072282 -0.615 -0.878 -0.787
H -5.896758 -0.187854 -1.337432 0.279 -0.578 -0.972
H 0.702672 7.896406 -2.885522 0.098 -0.496 -0.486
C 1.675802 -4.409324 0.444118 -0.605 -1.052 0.343
H 5.542632 -7.706074 6.962608 0.128 -0.343 -0.340
H 1.639462 0.245956 4.764048 0.360 -0.439 -0.556
C -1.792528 3.102056 -7.364812 0.068 0.318 0.311
C -2.391278 -5.415124 3.467898 0.959 -0.610 0.001
H -1.455298 -4.184354 1.289828 0.328 -0.092 0.420
H 2.479112 1.430896 -3.467122 0.274 0.052 0.401
N -4.504258 3.182496 -2.936252 2.103 -0.273 -3.010
H 2.461892 4.468766 -2.256162 0.017 -0.322 0.027
C 2.717852 -3.658454 5.570738 -2.068 -0.373 0.840
H 3.836412 -6.071874 2.692128 -0.535 -0.083 0.987
H 4.076422 0.911156 3.346478 0.095 -0.446 0.104
N 4.525292 2.526846 -6.179712 -0.210 -0.251 0.022
N -2.623958 -1.185604 6.005378 1.377 -1.430 -1.672
C -2.235958 2.990986 -5.912752 1.309 -1.082 0.448
O 2.451392 -7.098924 1.477518 -0.082 -0.031 0.344
H 0.828822 1.253596 -8.285312 0.234 0.675 0.468
C 6.676382 1.927386 -5.211532 -0.097 0.357 0.826
H -2.440368 -1.151844 6.997978 -0.037 0.336 -0.134
H 2.787742 -1.563154 -7.273632 0.156 -0.483 0.184
C -2.446648 -4.631564 1.216728 0.249 0.510 0.234
H -0.664038 0.761316 -7.483642 0.072 -0.053 0.296
H 3.265252 -3.422604 6.483328 0.457 0.874 -0.232
H -1.394388 -2.359404 0.440628 -0.112 0.085 0.219
O 0.762282 0.701216 -2.535232 -0.395 0.212 0.813
H 4.111932 -2.726084 -1.798082 0.558 -0.001 -0.441
N 2.335242 -0.618534 1.411388 -2.272 -3.738 -3.674
H -2.906968 -6.167954 4.064058 -0.163 -0.084 -0.079
H 4.073822 -5.956784 1.089788 0.133 0.393 -0.870
H 4.746662 -6.633014 7.985218 -0.332 0.841 -0.053
H -3.880478 4.191366 -6.146662 0.228 0.525 0.183
H 2.643822 -5.802794 7.622308 0.208 0.394 0.331
H -1.970568 3.142266 -1.550422 0.391 -0.393 -0.036
H -3.660958 2.070366 4.019068 0.216 -0.105 -0.714
C 6.199092 -3.758734 -1.051832 -0.064 1.005 -0.509
H 6.732002 -3.190814 -1.814442 -0.402 0.126 -0.820
H 6.195042 -2.130624 0.014858 -0.091 0.333 0.702
N -5.749708 2.653726 -1.335882 -1.427 0.132 2.230
H -3.051098 3.575066 4.651658 -0.193 0.315 0.290
C 1.392202 1.427766 -3.549012 0.803 -0.071 -0.314
C 9.126812 -4.557464 -1.839902 0.414 -0.412 -1.095
H -4.162018 2.663866 -6.313322 -0.278 -0.550 0.166
H 2.165702 4.647436 -4.967522 0.167 0.374 -0.221
H -5.519478 -0.652434 2.335738 0.717 -0.139 0.058
C -2.918378 2.494056 4.695208 0.033 0.341 -0.540
C -0.652638 6.336986 -1.056442 0.057 -1.340 0.219
H -4.446858 4.087246 -2.491022 -0.364 -0.062 -0.330
O 5.309632 -0.010944 -0.261622 -1.869 -2.940 -0.131
O 2.030082 1.378216 2.219518 -2.400 4.109 0.335
H 2.802662 -1.513164 1.446968 -0.274 -0.071 0.165
H -1.311898 6.815416 -1.780712 -0.184 -0.212 -0.393
N -0.845668 -5.551374 5.189128 1.021 -0.139 2.282
C -6.493428 6.076196 -0.251762 0.046 -0.080 0.671
N 1.718182 -4.680604 6.024838 0.930 0.327 -1.386
C -0.143388 0.670026 -0.304282 0.967 -0.080 -0.192
H -0.684868 2.705686 6.276088 0.343 -0.265 -0.024
H 1.543432 3.758696 -6.259222 -0.383 0.345 -0.131
H 3.766872 5.529676 -2.579172 0.222 0.205 -0.126
C 5.641212 1.249406 -0.553002 1.845 2.462 0.267
H -5.112128 2.943886 6.187778 0.101 -0.200 -0.653
H 9.775612 -3.972864 -1.187672 -0.171 -0.086 0.573
O -2.678018 -5.667914 2.134508 -0.656 -0.400 -1.567
N -8.368968 -1.019414 0.206828 -4.328 -3.801 1.847
H 6.371142 1.452636 0.230578 0.104 0.953 -0.073
O 3.766542 3.790906 -3.712872 -1.332 -0.202 2.441
H -5.394198 3.571856 -1.110612 -0.685 -0.379 0.649
H -4.147138 -0.499344 4.032148 -0.340 0.598 0.287
H -0.725108 6.964516 -0.168152 0.510 0.176 0.293
H 0.011602 1.140606 0.666608 -0.374 0.171 0.040
C -1.094978 4.877106 -0.662372 1.270 0.604 -0.902
H 3.994522 -3.715544 2.495448 0.644 0.710 0.460
H -0.953418 1.210666 -5.367572 0.145 0.488 -0.161
C 5.242312 -6.659564 7.014788 0.128 -0.774 -0.769
C -1.931538 1.660316 -5.196722 -0.533 -0.519 -0.199
H 5.847192 -0.935534 -1.963872 0.323 0.082 -0.466
H 2.678402 -9.020094 0.776898 0.294 0.202 -0.193
H 4.180352 -0.766504 2.842288 -0.051 0.412 -0.068
H -4.025478 3.011966 -3.809062 -0.121 0.401 -0.072
H -1.035618 -4.614194 5.514258 -1.037 0.436 0.014
H 1.158382 2.198346 -1.136462 -0.424 0.266 0.030
H 1.797032 -4.559614 2.552438 -0.095 -0.210 0.263
H 4.245852 -0.264274 -2.060792 -0.433 0.089 0.180
C -0.277478 -6.879604 3.276028 -1.064 0.146 -0.565
H -1.152988 -0.696004 2.394638 -0.087 0.304 0.200
O 4.482992 -6.304984 5.856138 -1.273 -0.241 0.314
H 2.014442 -1.779344 -3.406132 0.848 0.164 0.231
C 0.558452 -2.606524 -5.045212 -0.466 -0.240 0.100
H 1.291212 -2.711754 4.119268 -0.418 -0.158 0.231
H 3.657252 3.012476 -6.004272 -0.075 0.199 -0.224
H 0.525942 3.034386 4.947888 -0.020 -0.501 0.027
C -0.522798 3.018226 5.244508 -0.965 0.605 0.232
H -4.644158 0.063006 6.632708 0.355 -0.046 -0.463
H 2.289342 7.497986 -2.149832 -0.185 -0.569 -0.120
H 4.070782 4.186316 -1.538022 0.271 -0.899 -0.388
H 3.144792 -7.827484 6.302358 -0.186 -0.091 0.178
H -2.401338 2.577286 -8.101062 0.103 -1.068 0.263
H -0.972518 -7.685314 3.512378 0.230 -0.287 0.445
H 6.145122 1.393086 -1.508792 0.284 -0.349 -0.374
H 6.931092 -5.103494 0.409148 -0.051 -0.011 0.180
H -3.614458 -2.041074 3.656908 0.024 -0.638 -0.032
C 3.237192 -5.960394 1.788458 0.995 -0.117 -0.779
H -5.425998 7.874686 -3.093362 0.418 0.817 0.516
O 1.897092 -2.405634 -5.613392 -1.626 -0.486 1.006
H -3.829528 5.625446 -1.295792 0.445 -0.403 0.397
H 0.794602 -1.190754 -2.653302 -0.454 0.053 -0.219
H 4.697952 1.440406 -4.446372 -0.030 0.015 0.333
H -0.862818 -3.199344 -1.849752 0.340 -0.275 -0.042
C 2.509972 -4.607234 1.729308 -2.771 -1.476 -1.530
H -5.849298 -1.140534 6.410488 -0.295 -0.199 0.094
H 2.011712 0.749036 -0.855202 -0.033 -0.505 0.161
H -6.718148 8.410876 -1.877542 0.350 0.238 -0.220
H -2.074938 4.105896 -7.682082 0.917 0.666 0.082
H -4.929468 7.442136 -0.604162 0.360 0.029 0.189
C 4.929222 -0.790494 -1.394312 1.044 0.720 -0.557
H -2.142188 -1.066544 -0.492532 -0.900 -0.052 0.209
H -0.045188 -1.704784 -5.148182 0.318 0.686 0.184
O 1.647492 6.898346 -5.963942 -0.220 -0.264 0.033
H -7.501398 6.474666 -0.367132 0.109 0.482 0.131
C -1.991118 -0.643144 1.699758 0.636 -0.735 -2.209
H 1.036622 -4.014944 -3.485442 -0.339 -0.178 0.245
H 1.217922 -6.440374 6.896878 0.029 -0.389 -0.149
H -4.699858 -1.265444 7.709518 0.276 -0.419 0.013
N -0.167238 -0.787504 -0.117542 0.066 0.565 0.362
H -3.245548 1.781446 -0.042432 0.347 -0.278 -0.075
N 0.595902 5.612296 -7.459982 -2.257 -0.098 -3.231
H -2.080348 4.446056 -2.610812 0.149 0.551 0.033
H -2.737848 -4.442104 3.816048 -0.048 0.375 -0.094
H 9.728512 -5.345564 -2.292622 0.167 0.161 -0.100
H 1.007092 -4.185144 6.543458 0.094 -0.174 0.390
H -8.315658 -1.936144 -0.213722 -0.781 0.087 0.639
H -1.181708 1.237206 4.287168 -0.216 -0.372 -0.013
C -1.474108 -1.276744 0.342688 0.236 0.971 0.120
H -4.301098 1.618166 1.341378 0.566 0.746 0.815
C -3.500748 1.125156 0.789588 -1.015 -0.677 0.306
H -3.164388 -3.823514 1.358178 -0.249 0.224 0.039
H 3.503122 -2.001504 -0.474742 0.140 0.106 0.715
H -0.255998 -6.897904 2.186398 0.382 0.210 -0.018
H 3.436452 -8.738684 2.350628 -0.199 -0.028 0.300
H -5.608928 -2.489844 2.066918 0.879 0.258 -0.439
H 1.035622 -3.538824 0.587308 0.272 0.321 -0.267
O -5.668408 -1.936724 4.024878 0.769 1.082 -0.101
H 1.482542 -0.530724 0.877268 -0.172 -0.697 -0.035
H 6.875442 0.936376 -5.619412 -0.584 0.052 -0.260
H 8.801312 -3.891744 -2.639252 -0.092 0.171 -0.173
H -2.762928 -1.335944 2.035068 -0.363 0.447 0.150
C 1.031542 1.115996 -1.159692 0.040 0.123 -1.200
C -1.395058 4.004486 -1.887282 0.238 -0.052 0.179
C 3.535702 4.473176 -2.443282 -0.707 0.955 -1.178
N 3.315062 -3.463274 1.792038 1.828 0.632 1.320
C -0.901298 -5.592034 3.787268 -1.043 0.683 -1.345
H -1.567058 -3.672064 -3.394732 -0.145 -0.119 0.072
C -0.885898 -2.969274 -2.914942 0.079 -1.145 -0.897
O 8.054542 -5.230314 -1.253702 -0.158 0.290 0.781
H -0.481318 3.715686 -2.406682 -0.070 -0.141 -0.016
H -2.683748 -0.271304 5.580428 0.465 0.413 0.667
H -2.026948 1.813706 -4.121792 -0.026 0.009 0.044
C 0.534482 -3.050284 -3.558772 -0.258 2.273 0.468
N -2.223488 4.753826 0.189088 -2.135 0.616 0.435
```
Positions in Å, forces in eV/Å.

Energy in eV: -131435.7513
Charge: 0
Max |F| in eV Å⁻¹: 6.0
E_LUMO in eV: 0.432
Energy above the lowest of the compared OMol25 structures with the same formula, charge and spin in kJ/mol: 0.0
Frontier orbital gap in eV: 8.743
HOMO level in eV: -8.31

Atomic partial charges in e from the Mulliken method, atoms 1 to 99: -0.397, -0.159, -0.974, 0.239, 0.357, -0.423, 0.406, -0.230, -0.839, 0.055, 0.867, 0.427, -0.495, 0.769, -0.317, 0.521, 1.026, 0.174, 0.422, -0.231, 0.271, 0.577, -0.855, 0.371, 0.374, -1.207, -0.022, 0.125, 0.424, 0.171, 0.541, 0.809, 0.597, -0.141, 0.327, -0.233, -0.576, -0.391, 0.352, -1.865, -0.403, -1.099, 0.258, -0.087, 3.393, 0.397, -0.823, 0.334, 0.547, 0.442, -0.230, 0.033, 0.055, -0.428, 0.272, 0.808, 0.697, 0.387, -1.209, 0.277, 0.066, -0.173, 0.319, 0.010, 0.168, 0.254, 0.184, -0.112, -0.531, -0.923, -0.650, -1.078, 0.163, 0.897, -0.062, 0.530, 1.805, -0.336, 0.422, 0.312, 0.375, 0.334, 0.813, -0.219, 0.266, -0.440, -0.772, -0.780, 0.229, 0.382, 0.018, -0.815, 0.796, 0.304, 0.283, 0.315, -1.074, -0.087, 0.327